1 | Entry from the OMol25 dataset: a cluster of 7 separate species, C24H48NO14S4 in total (the ωB97M-V functional and the def2-TZVPD basis).

```
91
C24H48NO14S4 | the OMol25 dataset | the ωB97M-V functional and the def2-TZVPD basis
N -24.35281 -5.29009 9.27872
H -24.34845 -5.74044 10.01115
H -24.24606 -4.46808 9.42931
H -25.20592 -5.48851 8.74399
H -23.66382 -5.49682 8.69440
C -27.99267 -9.73943 5.93156
C -28.09559 -8.93847 7.17037
C -28.47312 -9.68025 8.37582
O -27.28115 -9.50834 9.11202
C -26.53211 -8.56596 8.69609
O -25.52629 -8.24079 9.24350
O -26.91134 -8.20171 7.53137
H -27.27715 -10.48422 5.90345
H -27.81040 -9.15023 5.14139
H -28.95540 -10.23692 5.70628
H -28.85847 -8.15935 7.24274
H -28.53893 -10.68503 8.08722
H -29.37492 -9.12742 8.84889
C -21.87816 -3.79524 3.92512
C -21.29768 -5.18245 4.18066
C -19.98896 -5.28671 5.05930
O -20.35054 -6.25240 6.05177
C -21.69821 -6.43729 5.99894
O -22.35027 -7.17329 6.70765
O -22.25217 -5.82830 5.04811
H -21.14687 -3.16152 3.39029
H -22.20419 -3.35934 4.85268
H -22.58756 -3.74017 3.37243
H -21.42753 -5.80840 3.30250
H -19.77727 -4.35766 5.50808
H -19.01826 -5.43216 4.47397
C -27.30185 -8.54360 13.93289
C -28.15492 -8.92076 12.73926
C -28.47915 -7.57567 12.14612
S -27.20193 -6.43727 12.43133
O -27.70969 -5.34218 13.24664
O -26.66679 -6.12039 11.19086
C -26.17697 -7.58544 13.35157
H -26.82729 -9.36066 14.58433
H -28.09291 -8.25407 14.64035
H -29.04032 -9.43647 13.18279
H -27.52117 -9.47579 12.00727
H -29.34898 -7.28818 12.62991
H -28.66857 -7.71905 11.14263
H -25.61968 -6.89171 14.00084
H -25.49339 -8.02973 12.63912
C -19.91016 -3.54284 8.59380
C -19.95543 -2.09334 8.16270
C -20.91244 -1.32809 9.18321
S -21.23764 -2.43930 10.49399
O -22.48372 -2.99406 10.28424
O -20.89572 -1.84935 11.75225
C -20.02711 -3.54448 10.18170
H -19.17760 -3.98369 7.96352
H -20.79188 -4.08468 8.27566
H -20.44728 -1.76258 7.24615
H -18.82290 -1.62359 8.16877
H -21.81679 -1.24649 8.84186
H -20.39120 -0.37865 9.34152
H -20.11636 -4.61405 10.56801
H -19.13124 -3.11072 10.67418
C -20.98842 -9.72098 8.38016
C -22.55272 -9.93360 8.56621
C -22.90718 -9.91109 9.98538
S -21.92216 -8.50794 10.49230
O -21.62341 -8.68429 11.91592
O -22.54474 -7.26847 10.06466
C -20.48942 -8.97185 9.60151
H -20.83013 -9.15944 7.49429
H -20.42582 -10.56825 8.46683
H -22.85557 -10.94342 8.12001
H -23.21788 -9.30538 7.90945
H -22.58164 -10.51566 10.59081
H -23.99951 -9.65317 10.29872
H -19.72026 -9.71619 10.07351
H -19.81135 -7.96482 9.35614
C -30.99795 -3.69922 8.13097
C -30.57006 -3.80353 9.67211
C -29.12055 -3.74587 9.58806
S -28.51490 -4.91588 8.46146
O -28.54727 -6.22202 8.99775
O -27.29108 -4.45601 7.55524
C -30.02151 -4.67142 7.43475
H -30.63301 -2.77054 7.93589
H -31.95806 -3.85249 7.86281
H -30.88702 -4.75761 10.11612
H -30.78573 -2.89130 10.16197
H -28.59658 -3.86872 10.46526
H -28.80594 -2.77512 9.26022
H -30.41520 -5.61342 7.21611
H -29.85580 -4.38729 6.30515
```

gap between HOMO and LUMO: 10.2 eV
2S+1: 1
charge: +1
highest occupied orbital energy: -11.9337 eV

---

2 | Entry from the OMol25 dataset: a cluster of 7 separate species, C24H48NO14S4 in total (the ωB97M-V functional and the def2-TZVPD basis).

```
91
C24H48NO14S4 | the OMol25 dataset | the ωB97M-V functional and the def2-TZVPD basis
N 1.52866 -0.06526 1.50360
H 0.72859 -0.05349 1.98704
H 2.36506 -0.59459 1.94139
H 1.87447 0.78502 1.50294
H 1.58083 -0.37449 0.42102
C 1.27195 3.06199 6.91654
C 2.41970 2.89141 5.82712
C 2.42564 1.46206 5.14643
O 2.31113 1.67659 3.83131
C 2.06074 2.92518 3.56854
O 1.77482 3.37495 2.45771
O 2.08472 3.67571 4.69010
H 1.14140 2.58269 7.70334
H 0.37005 2.55215 6.55643
H 0.80374 4.05996 6.98461
H 3.24587 3.21436 6.26748
H 1.67946 0.78363 5.28978
H 3.31425 1.11361 5.25292
C -0.53129 -1.61842 -6.16330
C 0.33105 -0.63385 -5.25014
C -0.39217 0.43894 -4.55027
O 0.20023 0.46538 -3.27225
C 0.97321 -0.58958 -3.09881
O 1.72845 -0.82537 -2.16607
O 0.95142 -1.36279 -4.24556
H -0.72119 -1.03608 -7.03195
H -1.38283 -2.01609 -5.65282
H 0.03944 -2.51180 -6.23318
H 0.86799 -0.06675 -6.01970
H -1.41575 0.39279 -4.56483
H -0.20335 1.27313 -5.13662
C -4.46551 2.17657 4.30314
C -4.68246 0.71933 3.80557
C -3.42043 -0.16705 4.11521
S -2.03390 0.90086 4.12968
O -1.34926 0.52060 2.93492
O -1.36584 0.90044 5.34457
C -2.92621 2.45601 4.07211
H -4.80300 2.23818 5.43098
H -5.10742 2.95418 3.78971
H -4.74684 0.69517 2.71681
H -5.61080 0.35251 4.07284
H -3.11332 -1.04242 3.31520
H -3.55259 -0.55006 5.18633
H -2.69766 2.74956 3.26140
H -2.39220 3.00363 4.87673
C -2.88884 -0.73129 -2.12988
C -3.22258 -1.37204 -0.80222
C -2.75651 -0.40001 0.28181
S -2.19697 1.12610 -0.25035
O -0.74497 1.15012 -0.25039
O -3.01029 2.17430 0.27758
C -2.76517 0.77515 -1.82817
H -3.66109 -0.93385 -2.83423
H -1.98681 -1.15549 -2.51964
H -2.83501 -2.40400 -0.87027
H -4.29104 -1.66526 -1.04524
H -1.86398 -0.61934 0.98626
H -3.51820 -0.43316 1.07856
H -2.43395 1.52409 -2.53562
H -3.62868 1.16642 -1.91964
C 4.60026 2.44072 -4.01730
C 4.15023 1.09322 -4.33431
C 4.55687 0.26371 -3.16557
S 4.41529 1.29776 -1.73087
O 5.78238 1.44284 -1.23301
O 3.29637 1.15846 -0.76183
C 3.97344 2.74434 -2.69511
H 4.29279 3.16327 -4.82259
H 5.73331 2.61232 -4.07822
H 4.42846 0.54842 -5.45173
H 2.98640 1.11432 -4.35905
H 5.74340 0.27414 -3.18059
H 4.25606 -0.75069 -3.06632
H 4.33829 3.61005 -2.25454
H 3.03446 2.75389 -2.69790
C -1.31518 -5.05154 -1.27105
C -0.49471 -4.17808 -2.22319
C 0.84243 -4.09954 -1.53336
S 0.47836 -3.75939 0.11544
O 0.30979 -2.35800 0.28928
O 1.40931 -4.49075 0.98162
C -1.17036 -4.67129 0.17935
H -0.96929 -6.02214 -1.57479
H -2.48013 -4.94805 -1.35293
H -0.76349 -3.18990 -2.05109
H -0.34530 -4.45147 -3.33119
H 1.36811 -3.33119 -1.75100
H 1.38467 -4.96245 -1.46389
H -1.95480 -3.87379 0.43851
H -1.24216 -5.46940 0.94062
```

gap between HOMO and LUMO: 10.5 eV
2S+1: 1
charge: +1
highest occupied orbital energy: -12.2185 eV

---

3 | Entry from the OMol25 dataset: a cluster of 7 separate species, C24H48NO14S4 in total (the ωB97M-V functional and the def2-TZVPD basis).

```
91
C24H48NO14S4 | the OMol25 dataset | the ωB97M-V functional and the def2-TZVPD basis
N -28.84717 -31.80578 -11.79759
H -29.64989 -31.09470 -11.93630
H -29.37133 -32.65236 -11.52580
H -28.19843 -31.66955 -11.04117
H -28.27024 -32.04424 -12.69964
C -30.92309 -29.63384 -6.45989
C -29.81368 -30.73041 -6.73161
C -30.29357 -31.55487 -7.95861
O -29.27266 -31.32499 -8.85260
C -28.41189 -30.58593 -8.47059
O -27.38665 -30.15584 -9.08507
O -28.65787 -30.05512 -7.21280
H -31.75262 -30.01342 -6.01826
H -31.27784 -29.02040 -7.33732
H -30.77920 -28.76613 -5.66812
H -29.66025 -31.24999 -5.91095
H -31.07614 -31.26818 -8.55945
H -30.31258 -32.67871 -7.71170
C -25.10382 -31.53311 -18.93799
C -24.93041 -31.67172 -17.42362
C -24.95961 -30.43952 -16.61700
O -25.70655 -30.71560 -15.53367
C -26.14594 -32.07350 -15.60870
O -26.75676 -32.73523 -14.74350
O -25.84451 -32.52865 -16.75337
H -24.20211 -31.21812 -19.46450
H -26.10595 -31.08652 -19.05137
H -25.13865 -32.54466 -19.38951
H -23.97928 -31.96621 -17.14075
H -25.22496 -29.37001 -17.06910
H -23.87358 -30.09908 -16.37149
C -31.58320 -25.48073 -11.17878
C -32.07488 -26.08542 -12.35804
C -32.47178 -27.52598 -12.19504
S -31.36105 -28.16748 -10.99417
O -30.44024 -29.02472 -11.66823
O -31.98903 -28.70543 -9.79238
C -30.70851 -26.60063 -10.49487
H -32.34289 -25.30385 -10.55285
H -30.91881 -24.51694 -11.30388
H -31.36623 -26.06660 -12.90206
H -33.09894 -25.62835 -12.76931
H -32.36284 -28.20145 -13.17009
H -33.44123 -27.60191 -11.58397
H -29.74442 -26.50668 -11.06731
H -30.53141 -26.72249 -9.38472
C -28.27265 -28.72567 -16.63345
C -29.74303 -28.70371 -16.20169
C -29.77506 -28.49603 -14.67751
S -28.14962 -28.22600 -13.94480
O -27.67178 -29.42371 -13.34885
O -28.14199 -26.96487 -13.29676
C -27.39958 -28.00834 -15.51288
H -27.94166 -28.23672 -17.56829
H -27.91749 -29.76645 -16.63629
H -30.20499 -29.85885 -16.38184
H -30.16330 -27.95226 -16.93649
H -30.38793 -29.34872 -14.03344
H -30.26285 -27.52260 -14.29690
H -26.29582 -28.08424 -15.40216
H -27.55209 -27.00117 -15.85947
C -22.42510 -33.54826 -13.00047
C -23.18568 -33.86682 -14.19498
C -24.47195 -34.59011 -13.61038
S -24.78292 -33.79336 -12.10150
O -24.56689 -34.72429 -11.06351
O -25.87502 -32.90633 -11.97817
C -23.37453 -32.78561 -12.05251
H -21.53395 -32.74114 -13.23523
H -21.86805 -34.29288 -12.38007
H -22.47180 -34.47757 -14.91273
H -23.38792 -32.88517 -14.99283
H -24.14411 -35.47557 -13.18660
H -25.27943 -34.96970 -14.27271
H -22.94438 -32.57867 -11.10579
H -23.64068 -31.94970 -12.64756
C -30.99603 -32.46344 -17.93548
C -29.50591 -32.63740 -17.55780
C -29.49123 -33.71801 -16.48750
S -30.63520 -33.07474 -15.36500
O -29.94026 -32.11943 -14.53085
O -31.33748 -34.15836 -14.77335
C -31.69047 -32.16101 -16.52894
H -31.28542 -33.28853 -18.50830
H -31.07719 -31.33686 -18.53776
H -29.01024 -31.76377 -17.23389
H -29.07395 -32.85039 -18.67645
H -28.52018 -33.76620 -16.04221
H -29.75011 -34.70425 -16.78118
H -31.61675 -31.03136 -16.17798
H -32.78762 -32.61193 -16.51032
```

gap between HOMO and LUMO: 10.4 eV
2S+1: 1
charge: +1
highest occupied orbital energy: -12.1472 eV

---

The structure with the greatest stability is 3.

---

1 | Entry from the OMol25 dataset: the ion CH6N3O with charge +1 (the ωB97M-V functional and the def2-TZVPD basis).

```
11
CH6N3O | the OMol25 dataset | the ωB97M-V functional and the def2-TZVPD basis
C -0.55480 -0.88102 0.01978
N -1.69758 -0.35208 0.02022
N 0.67238 -0.23255 -0.06025
N 0.71078 1.12994 -0.15588
O 1.86006 -0.83838 -0.08816
H -0.23226 -1.85357 0.15598
H -2.41061 -1.00517 -0.22825
H -1.74711 0.63702 -0.30803
H 1.29840 1.61602 0.53016
H 1.02981 1.46248 -1.02585
H 2.15101 -1.02257 0.76314
```

gap between HOMO and LUMO: 11.2 eV
2S+1: 1
structure (SMILES): N/C=[N+](\N)O
charge: +1
highest occupied orbital energy: -15.2714 eV

---

2 | Entry from the OMol25 dataset: a cluster of 2 separate species, CH6N3O in total (the ωB97M-V functional and the def2-TZVPD basis).

```
11
CH6N3O | the OMol25 dataset | the ωB97M-V functional and the def2-TZVPD basis
C 0.12890 0.07185 0.12156
N 1.00749 -1.01412 0.43717
N -0.76428 0.68878 0.95945
N -0.15429 -0.02313 -1.33554
O 1.48022 0.30749 0.44312
H 0.90148 -1.52592 1.30388
H -0.53741 1.58218 1.47235
H -1.72703 0.27256 1.17595
H 0.78707 -1.07929 -1.37387
H 0.02191 0.93836 -1.69661
H -1.14405 -0.21877 -1.50746
```

gap between HOMO and LUMO: 10.5 eV
2S+1: 1
charge: +1
highest occupied orbital energy: -15.0214 eV

---

The structure with the greatest stability is 1.

---

1 | Entry from the OMol25 dataset: a cluster of 2 separate species, C4H6I2 in total (the ωB97M-V functional and the def2-TZVPD basis).

```
12
C4H6I2 | the OMol25 dataset | the ωB97M-V functional and the def2-TZVPD basis
C -1.14544 0.95200 -1.60441
C -0.42985 0.03838 -0.90305
C 1.25644 -0.59755 0.89695
C 0.16425 0.27436 0.33623
I -0.44334 -2.00342 -1.57095
I -0.11398 2.21530 1.28515
H -1.57384 0.60094 -2.51413
H -1.16108 1.88828 -1.24376
H 1.29914 -1.60251 0.65136
H 2.23564 -0.43824 0.57386
H 1.31860 -0.59166 2.08467
H -1.40655 -0.73589 2.00805
```

gap between HOMO and LUMO (spin up / spin down): 7.7 / 7.9 eV
2S+1: 3
highest occupied orbital energy (spin up / spin down): -7.9954 / -9.2726 eV
⟨S²⟩: 2.0332

---

2 | Entry from the OMol25 dataset: a cluster of 2 separate species, C4H6I2 in total (the ωB97M-V functional and the def2-TZVPD basis).

```
12
C4H6I2 | the OMol25 dataset | the ωB97M-V functional and the def2-TZVPD basis
C -0.92349 -0.88880 0.50873
C 0.80446 0.58124 -0.89630
C -0.29081 -1.74654 1.52294
C 0.21386 1.94368 -1.09663
I -1.99000 -1.67315 -1.11396
I 2.74264 0.57321 -0.33417
H -0.79276 -2.61203 1.84254
H 0.51400 -1.99455 0.89277
H -0.03402 -1.07204 2.40174
H 0.15414 2.12806 -2.24965
H 0.53334 2.89974 -0.65787
H -0.93136 1.86117 -0.82014
```

gap between HOMO and LUMO (spin up / spin down): 6.1 / 6.2 eV
2S+1: 3
highest occupied orbital energy (spin up / spin down): -7.0778 / -7.8825 eV
⟨S²⟩: 2.0153

---

The structure with the greatest stability is 1.